<i>
6 unconnected molecules or ions with the total composition C2H17NO5. Source: the OMol25 dataset; level of theory: ωB97M-V/def2-TZVPD.

```
25
Properties=species:S:1:pos:R:3:lowdin_spin:R:1
C 0.3872 -3.2252 0.1703 0.10
C 1.2716 -2.2175 -0.6173 0.10
N 0.7384 -0.8906 -0.4691 0.69
H 0.3408 -2.9044 1.1917 0.00
H -0.5979 -3.2948 -0.2950 0.00
H 0.8214 -4.1680 -0.0197 0.01
H 2.3250 -2.1940 -0.3474 0.00
H 1.1852 -2.4023 -1.6947 0.02
H 0.8958 -0.4386 0.4605 0.02
H -0.2745 -0.8910 -0.6098 0.02
H 1.1250 1.7107 0.7666 0.00
H 0.4013 1.7454 2.0307 0.00
O 1.0268 1.1730 1.5615 0.00
H -0.8417 -0.1671 2.1278 0.00
H -1.0102 -0.0400 3.6322 0.00
O -1.4623 -0.3524 2.8378 0.00
H -3.5522 0.8004 0.2275 0.00
H -2.2095 -0.0223 0.0174 0.00
O -2.7520 0.6900 -0.2944 0.00
H -1.0150 1.9488 -0.8490 0.00
H -0.5278 3.2784 -0.9035 0.00
O -0.1534 2.3891 -0.7761 0.00
H 1.8036 0.9001 -2.0431 0.00
H 0.6937 1.8659 -2.4988 0.00
O 1.5015 1.4183 -2.7904 0.03
```

The calculation puts the HOMO energy (spin up / spin down) at -14.529 / -14.414 eV. As for the charge: +1. Its spin multiplicity is 2. The LUMO energy (spin up / spin down) comes out at -3.5 / -8.8 eV. Its orbital gap (spin up / spin down) is 0.404 / 0.208 hartree.


<ii>
6 unconnected molecules or ions with the total composition C2H17NO5. Source: the OMol25 dataset; level of theory: ωB97M-V/def2-TZVPD.

```
25
Properties=species:S:1:pos:R:3:lowdin_spin:R:1
C 0.6220 1.8485 0.9558 0.05
N 0.6616 0.8101 -0.1537 0.69
C 2.0407 0.7028 -0.5941 0.09
H 1.4876 1.7456 1.5877 0.00
H 0.5071 2.8592 0.5682 0.03
H -0.2402 1.4225 1.5197 0.02
H -0.1187 1.1174 -0.7653 0.02
H 2.3115 1.6576 -1.1325 0.06
H 2.2359 -0.1546 -1.2587 0.01
H 2.7001 0.5267 0.2613 0.01
H -1.8772 -0.9678 1.3053 0.00
H -0.8274 -0.5055 0.4257 0.01
O -1.7367 -0.8289 0.3499 0.02
H -2.7612 1.7182 -1.1173 0.00
H -2.1291 0.7708 -0.0470 0.00
O -1.9909 1.5974 -0.5553 0.00
H 0.1538 -1.5980 -2.9438 0.00
H -0.3287 -0.5100 -2.0581 0.00
O 0.2177 -0.6396 -2.8367 0.00
H -0.2219 -0.4014 3.2489 0.00
H 0.6449 -1.2005 2.2465 0.00
O -0.1404 -1.2453 2.7968 0.00
H -0.3426 -3.6491 -0.4109 0.00
H -0.5236 -2.1850 -0.3758 0.00
O -0.3445 -2.8911 -1.0168 0.00
```

The calculation puts the HOMO energy (spin up / spin down) at -14.693 / -14.691 eV. As for the charge: +1. Its spin multiplicity is 2. The LUMO energy (spin up / spin down) comes out at -3.5 / -8.7 eV. Its orbital gap (spin up / spin down) is 0.413 / 0.221 hartree.


Relative energies, in kcal/mol, with the most stable structure set to zero: <i> 0.0; <ii> 9.7.